Entry from the OMol25 dataset: 14 unconnected molecules or ions with the total composition C4H38N2O15 (ωB97M-V with the def2-TZVPD basis set).

```
! wB97M-V def2-TZVPD RIJCOSX def2/J DEFGRID3
* xyz 0 1
H -0.708 -1.580 1.867
H 2.522 -2.527 1.553
H -0.062 -0.519 0.129
H -0.850 1.860 0.801
H -2.448 -2.885 -1.348
O -2.634 -1.964 -2.637
H 1.624 -0.791 -0.024
N 0.096 -1.565 2.471
O 0.097 -4.361 -0.970
H -1.417 0.243 2.713
H 4.029 1.537 2.789
O 0.833 2.516 3.038
C 2.554 -1.482 2.038
O -3.225 -1.395 1.332
H 1.206 0.124 2.608
H -3.781 -2.106 1.759
H -0.363 -4.002 -0.186
H -0.783 1.581 2.647
O -2.219 -3.309 -0.448
H 1.207 2.908 2.312
H 0.624 -2.823 -1.584
H 1.893 1.244 -0.315
O 2.869 0.180 -2.554
H -2.321 1.028 -2.223
H 0.994 3.081 3.820
H -0.693 -4.483 -1.452
H -4.539 1.767 1.148
H 1.901 -2.762 -2.432
H -3.181 1.211 1.870
H -1.672 -1.743 -2.966
O -3.958 0.946 1.263
C 1.222 -0.707 1.968
H -2.913 -2.769 0.072
H 0.353 -2.512 2.697
N 1.154 1.218 0.346
O -0.728 2.119 -4.313
H -0.719 2.174 -3.505
H -0.374 0.904 -1.767
H 3.337 0.319 1.569
C 0.906 -0.304 0.565
H 2.466 1.858 2.727
O -0.793 1.560 -1.220
H 2.402 -0.565 -2.183
H 2.720 -1.561 3.152
O 3.316 1.887 2.348
O 3.587 -0.735 1.327
H -3.939 -0.750 1.112
O -3.203 0.566 -2.246
H 3.362 -0.091 -3.186
O 1.956 3.826 -1.539
H 2.443 2.978 -1.528
C -0.047 1.990 -0.027
H 0.124 3.087 -0.342
O 1.224 -2.203 -2.129
H -3.350 0.549 -1.250
H -2.983 -1.007 -2.569
H 0.347 2.079 -4.525
O -1.576 1.107 2.520
H 2.619 4.477 -1.117
*
```

LUMO level, eV: -0.01
Molar mass, g/mol: 354.35
HOMO-LUMO gap, eV: 9.29

=====

Entry from the OMol25 dataset: C4H7NO2 in the gas phase (ωB97M-V with the def2-TZVPD basis set).

```
! wB97M-V def2-TZVPD RIJCOSX def2/J DEFGRID3
* xyz 0 1
C -0.561 -1.041 0.255
H 0.189 0.405 -1.865
H 1.185 -1.675 1.366
H -1.417 -1.359 0.864
H -0.637 -1.891 -0.434
C -1.268 0.126 -0.475
C 1.539 0.259 0.566
C 0.624 -0.762 1.180
O -2.249 0.658 -0.010
H 0.995 1.123 0.155
H -1.389 1.171 -2.127
N -0.797 0.472 -1.724
H 0.261 -0.241 2.068
O 2.728 0.273 0.453
*
```

SMILES: NC(=O)CCC=O
LUMO level, eV: 0.77
Molar mass, g/mol: 101.10
HOMO-LUMO gap, eV: 10.82

=====

Entry from the OMol25 dataset: C5H8BrNO in the gas phase (ωB97M-V with the def2-TZVPD basis set).

```
! wB97M-V def2-TZVPD RIJCOSX def2/J DEFGRID3
* xyz 0 1
C 0.047 -0.137 0.523
H -3.724 -0.133 -1.627
C 1.832 0.182 -1.195
C -3.403 0.444 -0.666
H -3.733 1.449 -0.541
H -0.092 -0.604 1.439
H 1.850 -0.081 2.209
H 2.395 -1.654 1.296
H -3.747 -0.070 0.146
C 1.407 -0.154 0.039
C 2.344 -0.513 1.232
O -1.203 0.161 0.252
H 1.072 0.347 -1.889
N -1.946 0.654 -0.767
Br 3.661 0.248 -1.483
H 3.239 -0.138 1.032
*
```

LUMO level (alpha / beta), eV: 0.16 / -0.04
Molar mass, g/mol: 178.03
HOMO-LUMO gap (alpha / beta), eV: 7.53 / 8.51

=====

Entry from the OMol25 dataset: 2 unconnected molecules or ions with the total composition C5H14 (ωB97M-V with the def2-TZVPD basis set).

```
! wB97M-V def2-TZVPD RIJCOSX def2/J DEFGRID3
* xyz 0 1
H -3.568 -1.022 -1.871
H 2.429 3.053 0.868
C -1.907 -1.442 -0.827
H 3.812 2.520 -0.128
H -3.009 0.384 -1.173
H 3.299 1.000 2.200
H -0.909 -1.002 1.219
C 3.115 0.970 1.150
H -2.216 -0.180 -2.556
H -2.728 -0.930 1.326
H 3.946 0.289 0.811
H 2.184 0.234 0.971
H -2.125 -2.562 -0.967
H -0.855 -1.245 -1.270
C -2.720 -0.512 -1.651
H 2.109 1.942 -0.413
C -1.841 -1.356 0.804
H -1.900 -2.377 1.200
C 2.883 2.236 0.306
*
```

SMILES: CCC.CC
LUMO level, eV: 0.97
Molar mass, g/mol: 74.17
HOMO-LUMO gap, eV: 12.03

=====

Entry from the OMol25 dataset: a molecular structure, C4H6B3F12LiO3 (ωB97M-V with the def2-TZVPD basis set).

```
! wB97M-V def2-TZVPD RIJCOSX def2/J DEFGRID3
* xyz -2 1
H -3.795 0.000 4.101
C -1.819 0.287 3.194
O -2.191 0.374 1.834
F -1.655 -2.458 -3.202
F 2.080 0.755 -4.746
F 2.029 0.837 -0.111
O -0.222 -0.632 1.741
F 2.519 3.031 -0.925
C -2.852 -0.534 3.936
H -1.637 1.275 3.617
F 0.559 -2.479 -3.746
F -0.538 -0.454 -3.290
H 0.345 0.137 3.565
B -0.454 -1.846 -2.988
H -2.518 -0.848 4.926
O -1.092 0.230 -0.126
C -0.439 -0.475 3.129
F 0.769 2.644 0.485
F 3.928 -0.537 -4.299
B 2.993 0.341 -3.740
F 0.005 -1.898 -1.634
C -1.158 0.021 1.036
B 1.536 2.078 -0.551
F 0.770 1.818 -1.682
F 3.617 1.514 -3.248
H -0.590 -1.435 3.618
F 2.317 -0.316 -2.679
H -3.199 -1.395 3.362
Li 0.690 -0.035 -1.576
*
```

LUMO level, eV: 4.03
Molar mass, g/mol: 369.44
HOMO-LUMO gap, eV: 8.62

=====

Entry from the OMol25 dataset: a molecular structure, C11H17NO2Ta (ωB97M-V with the def2-TZVPD basis set).

```
! wB97M-V def2-TZVPD RIJCOSX def2/J DEFGRID3
* xyz -1 1
H 0.486 -0.567 0.998
C -0.018 -0.472 1.966
C 2.513 0.143 -2.013
H -1.048 -1.444 -0.432
C -2.650 0.347 -0.125
H 2.725 -3.108 -2.947
C -1.730 0.190 -1.304
H -3.658 0.354 -0.557
H 0.334 -3.022 -2.296
N -0.984 -0.997 -1.340
C -2.398 1.656 0.639
H -2.268 2.476 -0.070
H -3.304 1.887 1.209
H 3.112 1.038 -1.909
C 2.299 -2.184 -2.580
H -2.611 -0.520 0.537
H -0.846 -1.174 2.090
O -1.666 1.002 -2.199
H 2.007 -0.432 2.777
H 0.572 2.021 3.481
Ta -0.712 1.713 2.174
H -1.864 1.258 3.573
C 3.084 -1.040 -2.475
H -1.113 3.507 2.392
H 4.132 -1.067 -2.742
C 0.975 -0.757 3.011
C 0.956 -2.140 -2.223
O 0.759 -1.313 4.070
H 0.601 2.288 0.987
C 1.172 0.193 -1.653
H 0.752 1.120 -1.289
C 0.391 -0.958 -1.750
*
```

LUMO level, eV: 2.90
Molar mass, g/mol: 376.21
HOMO-LUMO gap, eV: 8.12

=====

Entry from the OMol25 dataset: C4H11NS2 in the gas phase (ωB97M-V with the def2-TZVPD basis set).

```
! wB97M-V def2-TZVPD RIJCOSX def2/J DEFGRID3
* xyz 0 1
C -0.878 0.202 0.896
H -3.906 0.355 0.194
H -1.670 -0.374 -1.680
C -2.284 0.361 -1.146
C -3.558 -0.290 -0.611
H -3.425 -1.304 -0.238
H -0.808 1.567 -0.588
H -4.306 -0.332 -1.403
H 0.320 -1.605 1.158
N -1.527 1.057 -0.084
H -0.205 0.845 1.470
H 2.162 1.339 1.252
H -0.586 -1.541 -0.335
S 1.428 -0.388 -0.590
C -0.001 -0.941 0.357
S 2.738 0.183 0.910
H -2.549 1.161 -1.831
H -1.603 -0.249 1.564
*
```

SMILES: CCNCCSS
LUMO level, eV: 0.50
Molar mass, g/mol: 137.27
HOMO-LUMO gap, eV: 9.49

=====

Entry from the OMol25 dataset: 5 unconnected molecules or ions with the total composition C3H15NO4 (ωB97M-V with the def2-TZVPD basis set).

```
! wB97M-V def2-TZVPD RIJCOSX def2/J DEFGRID3
* xyz 0 1
H 0.258 -1.794 -1.074
O 0.939 -1.264 -2.382
H -0.137 2.244 -1.838
H 1.311 -2.130 -2.712
H -0.584 0.547 -2.321
O -1.595 -0.531 1.995
H -1.911 -0.844 2.850
H -1.794 1.545 -1.547
H 0.329 2.762 0.629
C -0.262 1.861 0.839
H 1.134 -1.504 2.591
H -0.450 -0.188 0.197
H -0.543 -0.872 1.976
H 0.065 1.358 1.755
O -0.182 -2.297 -0.331
H 1.923 -0.210 -0.009
C -0.708 1.340 -1.560
O 0.815 -1.044 1.811
H 1.212 -0.145 -1.475
H 0.252 -2.031 0.484
C -0.067 0.761 -0.191
N 1.322 0.405 -0.600
H -1.327 2.032 0.914
*
```

LUMO level, eV: -5.42
Molar mass, g/mol: 129.16
HOMO-LUMO gap, eV: 4.43

=====

Entry from the OMol25 dataset: a molecular structure, C46H40N5OPSTl (ωB97M-V with the def2-TZVPD basis set).

```
! wB97M-V def2-TZVPD RIJCOSX def2/J DEFGRID3
* xyz -1 1
H -0.867 2.579 -5.063
H 2.172 -0.698 -3.782
C -2.884 2.413 -1.784
C -0.165 2.423 -4.251
C 0.395 -4.521 0.996
C 0.263 2.269 -1.842
H -2.161 -2.017 -0.024
Tl -0.209 2.875 0.528
C 2.502 -3.370 0.987
C -0.105 -3.619 0.064
C 1.469 3.788 3.975
C 0.424 1.726 4.913
C 1.698 -4.401 1.459
C 2.738 -1.002 3.195
C -2.018 2.992 -2.724
H -1.219 2.973 4.342
C -0.919 2.088 4.887
C -1.575 -0.091 1.940
H -2.204 -0.446 6.744
C -0.601 2.542 -2.918
C -2.547 3.990 -3.547
C 0.489 -3.600 -3.396
H 2.303 3.384 2.149
C -4.282 -1.470 -2.600
C 1.850 -1.714 -3.976
C 4.110 -0.946 3.320
H 2.211 -1.758 3.768
C 0.988 -4.300 -4.482
H 5.881 0.094 2.665
C 2.039 1.893 -3.498
C -0.129 -0.207 6.241
C -1.467 0.159 6.230
N 2.207 4.081 2.893
H 4.639 1.717 1.276
H 3.085 1.682 -3.705
H -2.123 -2.035 2.890
N -0.349 0.502 1.742
C -1.420 -1.285 2.570
C 1.580 1.944 -2.191
N -2.427 1.452 -0.875
C 0.814 0.575 5.587
H 1.475 2.034 -5.579
H 2.011 1.870 3.624
C 2.355 -2.415 -5.070
H 2.086 -5.105 2.186
C 0.686 -2.573 -0.409
H -1.279 -0.944 -4.076
C -3.843 -1.801 -1.328
H -5.342 -1.431 -2.820
H 0.394 -2.218 3.150
C 0.556 -0.308 2.265
H -5.769 4.054 -2.528
C 2.009 -0.123 2.382
C -3.350 -1.166 -3.587
H 2.611 -1.631 -0.260
H -4.561 -2.018 -0.545
C -3.874 4.388 -3.492
C 1.925 -3.705 -5.325
H -3.140 0.786 -0.617
C 0.914 -2.297 -3.130
H -4.878 2.316 -1.016
H 3.080 -1.944 -5.723
H 2.312 -4.252 -6.176
H 4.634 -1.645 3.959
H -2.486 0.403 1.638
H 0.646 -5.309 -4.677
H 2.289 1.744 -1.389
C -4.725 3.773 -2.584
C 1.150 2.108 -4.548
C 4.801 0.033 2.596
H 0.187 -1.098 6.771
H -0.236 -5.326 1.355
C 4.117 0.937 1.819
C -4.226 2.798 -1.738
C -2.482 -1.825 -1.040
P 0.257 -1.312 -1.692
N 1.416 2.444 4.210
C -1.537 -1.553 -2.028
S 0.799 4.961 4.973
O 2.107 1.887 1.069
H 3.516 -3.258 1.349
H 1.862 0.301 5.595
H -3.683 -0.880 -4.577
N -0.067 -1.413 2.766
H -2.898 1.592 5.514
H -4.237 5.167 -4.151
H -1.881 4.482 -4.245
H -0.242 -4.069 -2.746
C -1.994 -1.209 -3.304
C 2.692 0.938 1.704
C -1.853 1.308 5.547
H -1.572 0.999 -1.174
H 2.206 5.051 2.629
H -1.112 -3.751 -0.305
C 1.992 -2.457 0.076
*
```

LUMO level, eV: 2.30
Molar mass, g/mol: 946.28
HOMO-LUMO gap, eV: 6.26